No. 1
Density functional theory data (the ωB97M-V functional and the def2-TZVPD basis) for a cluster of 2 separate species, C19H21Cl2N4O5 in total at a distorted geometry.

The spin multiplicity is 1. The total charge is -1. The HOMO energy comes out at -5.716 eV.

CARTESIAN COORDINATES (ANGSTROEM)
O 0.27839 -0.26902 -1.84056
O -3.95878 -0.65177 1.83244
O 1.03039 -4.22565 0.18668
O -1.76130 -3.90063 3.45641
O 2.44821 -2.53370 0.33835
Cl -0.23936 8.07826 -2.75851
Cl -1.77537 5.38328 -3.34112
C 1.07537 0.52576 -1.36686
C -3.32990 -1.66696 1.56508
C 1.35294 -3.08331 0.58353
C -1.24548 -4.02152 2.34540
C 0.91492 1.97847 -1.51698
C 1.91392 2.80573 -1.06834
C 1.66821 6.54557 -1.57142
C 2.23949 5.34216 -1.14586
C 0.43324 6.55100 -2.23778
C -0.25054 5.34443 -2.48266
C 1.54229 4.16162 -1.39170
C 0.31265 4.13232 -2.03945
N -0.80105 -5.20609 1.91634
N -0.08005 2.78419 -2.09383
N 2.20664 0.03958 -0.75276
N -2.00662 -1.69269 1.69124
C -4.06858 -2.89291 1.06825
C -0.86814 -6.45503 2.66701
C -1.33994 2.28799 -2.66969
C 3.17352 2.30811 -0.40287
C 2.96973 0.88714 0.15612
C 0.35049 -2.26058 1.40586
C -1.08826 -2.80870 1.39345
H 2.18192 7.48372 -1.38938
H 3.19814 5.32200 -0.63739
H -0.23941 -5.18300 1.06336
H 2.19207 -0.97052 -0.55002
H -1.59406 -0.84994 2.05137
H -5.11181 -2.63060 0.90424
H -3.62408 -3.23300 0.13597
H -4.00305 -3.67340 1.82428
H -0.70869 -7.29654 1.99268
H -0.09437 -6.45559 3.43557
H -1.84517 -6.54585 3.14372
H -1.56016 1.27246 -2.33344
H -1.27812 2.28930 -3.76121
H -2.17466 2.91715 -2.35178
H 3.45799 2.97664 0.41441
H 3.98386 2.30216 -1.13783
H 2.43068 0.94896 1.10731
H 3.94392 0.42960 0.35538
H 0.33930 -1.25087 0.99155
H 0.70026 -2.18775 2.43732
H -1.29163 -3.15192 0.37811

No. 2
Density functional theory data (the ωB97M-V functional and the def2-TZVPD basis) for a cluster of 14 separate species, C44H124N8O14 in total at a distorted geometry.

The spin multiplicity is 1. The HOMO energy comes out at -9.212 eV. For the energy above the lowest of the compared OMol25 structures with the same formula, charge and spin, the calculation gives 6.337 eV.

CARTESIAN COORDINATES (ANGSTROEM)
C 0.51891 -4.27873 4.91487
C 0.95721 -3.32323 6.01884
C 2.39522 -2.75918 5.92467
O 3.31137 -3.82904 6.21274
C 4.63862 -3.45732 6.51026
N -0.01833 -2.23949 5.91823
H -0.47878 -4.68003 5.09285
H 1.26633 -5.06386 4.80070
H 0.52648 -3.77319 3.94924
H 0.91860 -3.76520 7.01446
H 2.54623 -1.84774 6.50310
H 2.44294 -2.36564 4.90932
H 5.37787 -4.20180 6.21471
H 4.74469 -3.31758 7.58604
H 5.02088 -2.56412 6.01611
H 0.29785 -1.66806 5.14779
H -0.77127 -2.77118 5.50530
C -7.06268 -2.80065 6.18053
C -7.17664 -2.38604 4.77083
C -5.85326 -2.28393 3.92414
O -4.89037 -3.37774 4.03682
C -5.35318 -4.46526 3.31360
N -8.18381 -3.23992 4.14319
H -6.36935 -3.64067 6.22217
H -7.99717 -3.20622 6.56825
H -6.66990 -1.96796 6.76401
H -7.51981 -1.36604 4.59780
H -5.25033 -1.42391 4.21555
H -6.04264 -2.06530 2.87321
H -4.60879 -5.26059 3.35135
H -5.68317 -4.29498 2.28881
H -6.13822 -4.93667 3.90487
H -8.96135 -2.94616 4.71698
H -8.38145 -2.83931 3.23734
C -1.49250 9.27145 -5.04791
C -0.61440 8.27841 -4.32798
C -1.04148 6.81777 -4.28228
O -0.22128 5.96018 -3.55241
C -0.55547 4.59496 -3.63009
N 0.67114 8.43659 -4.94932
H -1.66019 8.99179 -6.08799
H -1.09592 10.28552 -4.99831
H -2.50119 9.36495 -4.64553
H -0.47198 8.66094 -3.31730
H -1.13977 6.52240 -5.32688
H -2.06506 6.77384 -3.91019
H 0.09489 3.93768 -3.05291
H -0.69498 4.07169 -4.57604
H -1.46748 4.40016 -3.06583
H 0.60902 8.21507 -5.93276
H 1.23252 7.67326 -4.59962
C 1.45066 -0.65064 0.88655
C 0.39099 0.34184 1.28656
C -1.02338 -0.01348 0.88420
O -1.12807 0.13721 -0.52378
C -2.43572 -0.16972 -1.00186
N 0.48433 0.47612 2.72813
H 1.21556 -1.66958 1.19414
H 2.50165 -0.41186 1.04926
H 1.40695 -0.77683 -0.19524
H 0.76931 1.22676 0.77481
H -1.74730 0.66507 1.33541
H -1.27293 -0.97625 1.33018
H -3.17358 0.22192 -0.30166
H -2.63702 -1.21635 -1.23023
H -2.51110 0.26774 -1.99737
H -0.16359 1.21938 2.94691
H 1.37047 0.94079 2.86582
C 5.65842 -4.02405 -3.41524
C 7.08027 -4.24684 -3.97900
C 7.35695 -5.59288 -4.66647
O 7.03190 -6.65639 -3.77820
C 8.14754 -6.90164 -2.95509
N 7.40186 -3.14266 -4.81250
H 5.29676 -4.67034 -2.61549
H 4.94897 -3.95810 -4.24014
H 5.65937 -3.02402 -2.98157
H 7.85054 -4.17191 -3.21144
H 8.37871 -5.61650 -5.04534
H 6.71104 -5.71315 -5.53621
H 7.81303 -7.42086 -2.05697
H 8.68339 -6.01883 -2.60636
H 8.89904 -7.48604 -3.48597
H 7.09872 -2.32627 -4.30089
H 6.83742 -3.09025 -5.64841
C -8.20674 6.19865 -2.08222
C -7.11749 5.19577 -1.45499
C -7.45857 4.74799 -0.04436
O -6.45403 3.79758 0.30785
C -6.92738 2.91668 1.29530
N -6.86644 4.02575 -2.28317
H -8.04695 6.43776 -3.13358
H -8.27651 7.12529 -1.51250
H -9.21147 5.78009 -2.14067
H -6.17362 5.74060 -1.43585
H -8.42123 4.24078 -0.10863
H -7.45522 5.61664 0.61409
H -6.01492 2.32331 1.35381
H -7.85270 2.44769 0.96076
H -7.00543 3.31867 2.30548
H -7.70720 3.47501 -2.38267
H -6.34484 3.44343 -1.64368
C -1.33865 -0.67493 -7.56097
C -2.42386 0.39466 -7.64524
C -2.17152 1.44233 -8.73577
O -1.04557 2.15998 -8.34904
C -0.64559 3.20439 -9.18074
N -3.74626 -0.23519 -7.72886
H -1.27182 -0.95487 -8.61229
H -1.52616 -1.56076 -6.95414
H -0.43525 -0.16399 -7.22796
H -2.58957 0.89767 -6.69256
H -3.00205 2.13111 -8.89032
H -1.93254 1.00904 -9.70699
H -1.44496 3.94536 -9.18882
H -0.39401 2.82933 -10.17278
H 0.23472 3.66711 -8.73459
H -4.54272 0.36572 -7.88591
H -3.70188 -0.73333 -8.60636
C 7.59844 0.60201 0.38281
C 8.95068 0.04577 -0.01475
C 9.00853 -1.46619 0.24683
O 9.11244 -1.63547 1.61584
C 9.34470 -2.95119 1.98116
N 9.15601 0.33217 -1.44858
H 7.41990 0.45746 1.44833
H 6.72772 0.22011 -0.15021
H 7.52724 1.68620 0.29579
H 9.68970 0.58537 0.57752
H 9.90700 -1.80223 -0.27078
H 8.15213 -2.01678 -0.14243
H 9.03165 -3.75994 1.32083
H 9.05943 -3.15085 3.01404
H 10.42299 -3.10125 1.92758
H 10.03704 -0.02507 -1.78960
H 9.11401 1.31365 -1.68318
C -0.45814 -4.96626 -3.01511
C -1.81458 -5.53401 -2.81335
O -1.82577 -6.76459 -3.41681
H 0.38844 -5.51689 -2.60498
H -0.50862 -4.02955 -2.46002
H -0.15553 -4.79515 -4.04817
H -2.55740 -4.89604 -3.29221
H -2.00702 -5.67231 -1.74942
H -1.32700 -7.28541 -2.78311
C 4.99692 -5.48020 1.62483
C 5.45471 -6.25069 2.85950
O 5.87095 -7.55741 2.48973
H 4.69762 -4.46091 1.86888
H 4.14623 -5.94718 1.12848
H 5.83298 -5.49420 0.92560
H 4.66650 -6.33377 3.60778
H 6.28865 -5.80437 3.40122
H 6.13594 -8.06536 3.26003
C 4.87457 3.58741 5.62290
C 4.16370 3.85655 4.30799
O 2.84498 4.24679 4.64205
H 5.90335 3.27309 5.44703
H 4.34673 2.75491 6.08814
H 4.89325 4.41906 6.32724
H 4.22580 2.93207 3.73389
H 4.68486 4.53089 3.62845
H 2.91426 5.17669 4.87029
C -2.08899 5.61802 2.51568
C -1.90909 5.57757 0.96791
O -0.72060 6.39833 0.63806
H -1.17461 5.53813 3.10357
H -2.78384 4.83715 2.82476
H -2.69308 6.47193 2.82235
H -2.83276 5.87971 0.47429
H -1.70360 4.56534 0.61969
H -0.36369 6.13804 -0.21427
C -7.16329 -1.47259 -3.23170
C -8.39354 -1.46027 -2.31022
O -7.94450 -1.33821 -0.94572
H -6.78614 -0.44996 -3.22455
H -7.44660 -1.76121 -4.24389
H -6.31620 -2.10541 -2.96695
H -8.98717 -2.37396 -2.33949
H -9.07629 -0.65575 -2.58353
H -8.65199 -1.01479 -0.38318
C -1.14762 3.32103 7.61921
C -0.13216 2.25555 7.99296
O -0.74045 1.05000 8.35272
H -1.57534 2.88341 6.71719
H -0.62184 4.22052 7.29895
H -1.98403 3.53869 8.28341
H 0.40796 2.60716 8.87201
H 0.63548 2.13969 7.22785
H -0.71330 0.37836 7.66733